# 1
This record from the OMol25 dataset describes a molecular structure, C34H32AsIrN4O2S. The level of theory is ωB97M-V/def2-TZVPD.

```
75
Properties=species:S:1:pos:R:3:forces:R:3:mulliken_charge:R:1
Ir 0.4068 -0.5521 -0.4427 0.5 -0.3 -0.3 2.352
N -2.1472 2.7938 -0.9002 0.2 -0.1 -0.1 -0.268
C -1.1010 1.9987 -0.8234 -0.1 0.0 0.2 0.521
S -0.8215 0.7124 -1.9272 0.6 -0.3 -0.1 -0.348
N -0.1253 2.3007 0.0681 0.0 -0.1 -0.1 -0.748
N 0.7886 1.3482 0.1364 -0.4 -0.1 -0.1 0.221
C 2.0790 1.7532 0.2537 0.0 -0.2 0.0 0.344
C 2.5289 3.1097 0.3055 0.0 -0.1 0.2 0.530
C 1.8668 4.1287 1.0329 0.0 0.0 0.0 -0.217
C 2.3793 5.4033 1.0519 0.0 0.0 0.0 -0.775
C 3.5221 5.7136 0.3107 0.0 0.0 0.0 -0.367
C 4.1813 4.7314 -0.4237 0.0 0.0 0.0 -0.929
C 3.7098 3.4400 -0.4116 0.0 0.0 0.0 -0.300
C 3.0258 0.6372 0.1500 -0.2 0.0 0.1 0.496
C 4.3235 0.6970 0.6280 -0.1 0.0 -0.1 -0.549
C 5.1553 -0.4060 0.4671 -0.1 -0.1 -0.1 -0.609
C 4.6472 -1.5255 -0.1650 0.1 0.1 0.1 -0.913
C 3.3187 -1.5388 -0.5648 -0.1 -0.1 -0.2 -0.174
N 2.5046 -0.4941 -0.4008 -0.2 0.6 -0.1 -0.111
H -2.8581 2.6602 -1.6042 0.0 0.0 0.0 0.262
H -2.1872 3.6319 -0.3372 0.0 0.0 0.0 0.269
H 0.9987 3.8896 1.6261 0.0 0.0 0.0 0.509
H 1.9038 6.1678 1.6496 0.0 0.0 0.0 0.438
H 3.8976 6.7281 0.3067 0.0 0.0 0.0 0.446
H 5.0553 4.9835 -1.0066 0.0 0.0 0.0 0.446
H 4.2012 2.6917 -1.0171 0.0 0.0 0.0 0.571
H 4.6699 1.5891 1.1290 0.0 0.0 0.0 0.647
H 6.1750 -0.3830 0.8257 0.0 0.0 0.0 0.492
H 5.2584 -2.3998 -0.3389 0.0 0.0 0.0 0.455
H 2.9077 -2.4081 -1.0522 0.0 0.0 0.0 0.860
O -1.4808 -1.0834 -0.0179 0.0 0.4 0.5 -0.908
As -2.8688 -2.0576 0.0782 0.0 -0.1 0.0 1.215
C -3.9846 -1.0503 1.2466 -0.1 0.0 0.0 0.317
C -3.5131 0.1433 1.7836 0.0 0.0 0.0 -0.132
C -4.3208 0.8629 2.6515 0.0 0.0 0.0 -0.781
C -5.5864 0.3937 2.9745 0.0 0.0 0.0 -0.532
C -6.0493 -0.8018 2.4412 0.0 0.0 0.0 -0.791
C -5.2494 -1.5328 1.5780 0.1 0.0 0.0 -0.353
C -3.5780 -2.3777 -1.6673 0.1 0.1 0.0 0.267
C -4.8562 -2.9154 -1.7925 0.0 0.0 0.0 -0.090
C -5.3655 -3.1758 -3.0551 0.0 0.0 0.0 -0.881
C -4.6006 -2.9173 -4.1843 0.0 0.0 0.0 -0.559
C -3.3181 -2.4044 -4.0568 0.0 0.0 0.0 -1.052
C -2.8046 -2.1335 -2.7969 0.1 0.0 0.0 0.189
C -2.5682 -3.7786 0.8403 0.1 0.0 0.0 0.359
C -2.3977 -4.8751 -0.0057 0.0 0.0 -0.1 -0.236
C -2.2685 -6.1426 0.5382 0.1 0.0 0.0 -0.821
C -2.3134 -6.3128 1.9168 0.0 0.0 0.0 -0.566
C -2.4766 -5.2201 2.7572 0.0 0.1 0.0 -0.732
C -2.6100 -3.9459 2.2218 0.1 0.0 0.1 -0.535
H -2.5224 0.4975 1.5319 0.0 0.0 0.0 0.283
H -3.9613 1.7870 3.0834 0.0 0.0 0.0 0.448
H -6.2149 0.9583 3.6496 0.0 0.0 0.0 0.416
H -7.0320 -1.1689 2.7020 0.0 0.0 0.0 0.446
H -5.6143 -2.4750 1.1889 0.0 0.0 0.0 0.314
H -5.4617 -3.1436 -0.9248 0.0 0.0 0.0 0.249
H -6.3618 -3.5833 -3.1557 0.0 0.0 0.0 0.456
H -5.0040 -3.1259 -5.1660 0.0 0.0 0.0 0.428
H -2.7187 -2.2165 -4.9368 0.0 0.0 0.0 0.467
H -1.7942 -1.7520 -2.6980 -0.1 0.0 0.0 0.272
H -2.4188 -4.7456 -1.0823 0.0 0.0 0.0 0.498
H -2.1572 -7.0021 -0.1096 0.0 0.0 0.0 0.484
H -2.2450 -7.3070 2.3372 0.0 0.0 0.0 0.463
H -2.5206 -5.3612 3.8284 0.0 0.0 0.0 0.463
H -2.7537 -3.0950 2.8780 0.0 0.0 0.0 0.485
C 1.1671 -4.5658 0.4352 0.0 0.0 0.0 -1.099
C 0.7855 -3.8261 -0.7988 -0.2 0.0 0.0 0.696
C 0.7339 -4.4951 -2.1264 -0.1 0.0 0.0 -1.112
O 0.5374 -2.6140 -0.7293 0.0 0.3 0.1 -0.624
H 1.1001 -5.6410 0.3062 0.0 0.0 0.0 0.442
H 0.5459 -4.2377 1.2688 0.0 0.0 0.0 0.303
H 2.2035 -4.3137 0.6857 0.0 0.0 0.0 0.256
H 0.7763 -5.5771 -2.0493 0.0 0.0 0.0 0.435
H 1.5868 -4.1513 -2.7203 0.0 0.0 0.0 0.338
H -0.1604 -4.1797 -2.6662 0.0 0.0 0.0 0.260
```
Forces are in eV/Å.

Computed properties:
- maximum force (hartree/bohr) = 0.014
- Kohn-Sham gap (alpha / beta) (eV) = 6.145 / 4.795
- net charge = +3
- HOMO level (alpha / beta) (eV) = -16.31 / -16.31
- energy relative to the best compared isomer or geometry (same formula, charge and spin) (kJ/mol) = 198.10
- multiplicity = 2
- DFT total energy (eV) = -120318.9232

# 2
This record from the OMol25 dataset describes a molecular structure, C34H32BrF12N4O6Tc. The level of theory is ωB97M-V/def2-TZVPD.

```
90
Properties=species:S:1:pos:R:3:forces:R:3:mulliken_charge:R:1
Tc 0.0652 0.0476 0.5834 0.9 0.7 1.8 -0.064
C -4.5439 3.2182 -3.6768 0.0 0.0 -0.1 -1.564
C -3.4804 2.3758 -3.0894 0.1 -0.1 0.0 0.610
C -2.3471 2.0115 -3.8201 0.1 -0.1 -0.2 -1.514
C -1.3960 1.2145 -3.2570 -0.1 0.1 -0.5 0.584
C -1.5258 0.6975 -1.9122 0.7 -0.4 0.2 -0.635
N -0.6099 -0.1420 -1.4505 -0.7 0.5 -0.2 2.024
C 0.0507 -0.9273 -2.3862 0.2 -0.5 -0.5 -0.606
C -0.7100 -1.4720 -3.4476 -0.1 0.2 0.3 0.105
C -0.1419 -2.2492 -4.4276 0.2 -0.1 -0.1 -1.333
C 1.2229 -2.5299 -4.4082 -0.2 0.1 0.1 0.311
C 1.8658 -3.3624 -5.4648 0.1 -0.1 0.0 -1.591
C 1.9790 -2.0295 -3.3392 -0.2 0.0 -0.1 -0.526
C 1.4239 -1.2673 -2.3313 0.1 0.1 0.3 -0.824
C 2.3354 -0.7749 -1.2142 0.3 -0.4 -0.6 1.180
O 1.6008 -0.2958 -0.1476 1.1 -0.3 -0.8 0.398
C 3.1947 -1.9486 -0.6209 -0.2 -0.1 0.4 0.222
F 4.2701 -2.2084 -1.3489 -0.1 0.0 0.0 -0.226
F 3.5638 -1.6553 0.6185 0.0 -0.1 -0.2 -0.181
F 2.4320 -3.0647 -0.5682 0.2 0.2 0.0 -0.233
C 3.2443 0.3870 -1.7175 0.0 0.1 0.1 0.533
F 2.4404 1.4184 -2.0198 0.1 0.0 0.0 -0.150
F 4.1069 0.7483 -0.7893 -0.1 0.0 -0.1 -0.215
F 3.9022 0.0289 -2.8202 -0.1 0.1 0.1 -0.255
C -2.6517 1.1742 -1.1355 -0.4 0.5 0.3 -0.545
C -3.5857 1.9607 -1.7307 0.0 -0.2 0.1 -0.813
C -2.8371 0.7183 0.3022 -0.3 -0.1 -0.3 1.412
O -1.6134 0.4512 0.8865 -1.7 0.3 0.2 -0.524
C -3.6690 -0.6016 0.3066 0.2 -0.3 0.1 0.420
F -3.6767 -1.1556 1.5150 0.0 0.1 -0.2 -0.229
F -4.9093 -0.4077 -0.1069 0.1 0.0 0.0 -0.245
F -3.0783 -1.4712 -0.5480 -0.1 0.1 0.1 -0.218
C -3.4934 1.7987 1.2203 0.2 0.2 0.2 0.470
F -2.8584 2.9567 1.0346 -0.1 -0.1 0.0 -0.151
F -3.3528 1.4242 2.4864 -0.1 0.1 -0.1 -0.189
F -4.7884 1.9671 0.9633 0.1 0.0 0.0 -0.215
H -4.5386 3.1744 -4.7635 0.0 0.0 0.0 0.446
H -4.3822 4.2636 -3.3864 0.0 0.0 0.0 0.331
H -5.5246 2.9382 -3.2917 0.0 0.0 0.0 0.445
H -2.1991 2.4003 -4.8189 0.0 0.0 0.0 0.476
H -0.4763 1.0125 -3.7862 0.1 0.1 0.1 0.745
H -1.7810 -1.3078 -3.4475 0.0 -0.1 0.1 0.651
H -0.7656 -2.6571 -5.2127 0.0 0.0 0.0 0.470
H 1.2453 -3.4223 -6.3558 0.0 0.0 0.0 0.411
H 2.0272 -4.3804 -5.0997 0.0 0.0 0.0 0.321
H 2.8460 -2.9663 -5.7296 0.0 0.0 0.0 0.413
H 3.0377 -2.2471 -3.3244 0.0 0.0 0.0 0.710
H -4.4533 2.2968 -1.1803 0.0 -0.1 0.0 0.775
C -1.8981 -4.8706 -0.3466 0.1 0.0 0.0 -0.838
C -0.5204 -4.7168 0.2931 -0.2 -0.1 -0.2 -0.501
N -0.5587 -4.1086 1.6305 0.0 -0.1 0.0 0.368
C -0.7753 -5.0313 2.7646 -0.3 0.0 0.2 -0.798
C -2.2318 -5.0900 3.2355 0.1 0.0 -0.1 -1.023
C -0.4286 -2.8079 1.8261 0.1 0.0 0.0 0.618
C -0.3365 -2.2888 3.2233 0.0 0.1 0.0 -1.974
N -0.3570 -1.9630 0.7906 0.1 0.4 0.2 1.831
H -1.8019 -5.3929 -1.2981 0.0 0.0 0.0 0.422
H -2.3700 -3.9061 -0.5278 -0.1 0.0 0.0 0.019
H -2.5544 -5.4593 0.2899 0.0 0.0 0.0 0.322
H 0.1495 -4.1398 -0.3471 0.0 0.0 0.1 0.068
H -0.0663 -5.6986 0.4061 0.1 0.0 0.0 0.537
H -0.1165 -4.7487 3.5819 0.0 0.0 0.0 0.508
H -0.4692 -6.0222 2.4397 0.1 0.0 0.0 0.356
H -2.6845 -4.1000 3.2871 0.0 0.0 0.0 0.237
H -2.2765 -5.5387 4.2271 0.0 0.0 0.0 0.368
H -2.8383 -5.7021 2.5712 0.0 0.0 0.0 0.364
H 0.6681 -2.4746 3.6103 0.0 0.0 0.0 0.355
H -1.0506 -2.7704 3.8841 0.0 -0.1 0.0 0.557
H -0.5089 -1.2231 3.2465 0.0 0.1 0.0 0.307
H -0.5617 -2.4270 -0.0854 0.0 0.1 -0.1 -0.656
Br 1.2129 7.8754 -2.4694 0.0 0.0 0.0 -0.145
C 1.3084 6.5266 -1.1614 0.0 -0.1 0.1 -0.123
C 1.9924 6.7423 0.0359 -0.3 -0.1 -0.5 -0.181
N 2.0967 5.7916 0.9453 0.5 0.1 0.9 -0.579
C 1.5398 4.6081 0.7703 -0.2 0.1 -0.6 -0.452
C 0.8020 4.3311 -0.3814 -0.1 -0.7 0.4 0.502
C 0.6978 5.3024 -1.3626 -0.1 0.2 -0.2 -0.492
C 0.1151 2.9954 -0.5532 0.3 1.3 -0.4 0.639
O -0.6109 2.8552 -1.5567 0.1 -0.3 0.3 -0.582
O 0.3388 2.1528 0.3810 -0.1 -1.4 0.2 -0.256
H 2.4556 7.6972 0.2539 0.0 0.0 0.0 0.407
H 1.6846 3.8590 1.5364 0.0 0.0 0.0 0.507
H 0.1471 5.1037 -2.2714 0.0 0.0 0.0 0.545
C 2.0532 1.4456 4.0675 -0.2 0.0 0.1 -1.454
C 1.9338 1.0564 2.6250 0.8 0.3 -0.2 0.514
O 2.7538 1.3170 1.7791 -0.4 -0.1 0.2 -0.369
O 0.8620 0.2740 2.3640 -0.8 -0.5 -1.0 -0.428
H 2.6072 2.3758 4.1567 0.0 0.0 -0.1 0.410
H 2.6152 0.6700 4.5907 0.0 0.0 0.0 0.348
H 1.0735 1.5328 4.5329 0.0 0.0 0.0 0.328
```
Forces are in eV/Å.

Computed properties:
- maximum force (hartree/bohr) = 0.042
- Kohn-Sham gap (eV) = 3.898
- net charge = +2
- HOMO level (eV) = -13.02
- multiplicity = 1
- DFT total energy (eV) = -158860.3117

# 3
This record from the OMol25 dataset describes a molecular structure, C34H32Cl2N6O2PRbSSbSe4. The level of theory is ωB97M-V/def2-TZVPD.

```
84
Properties=species:S:1:pos:R:3:forces:R:3:mulliken_charge:R:1
Rb -0.5049 -0.6247 0.4027 0.6 -0.2 -0.5 1.258
C 3.0071 -3.7927 -0.3934 0.0 0.0 0.0 -0.724
C 2.7532 -4.3531 -1.6343 0.0 0.0 -0.1 -0.557
C 1.4632 -4.3169 -2.1449 0.2 -0.1 -0.1 -0.722
C 0.4647 -3.7129 -1.3965 -0.2 0.1 0.3 0.543
N 0.7036 -3.1713 -0.1993 0.3 -0.3 0.0 -0.172
C 1.9448 -3.2151 0.2877 -0.3 0.0 -0.1 -0.204
C -0.9614 -3.6797 -1.8629 0.2 0.2 0.1 0.124
C -1.5366 -4.7955 -2.4522 0.0 -0.1 -0.1 -0.747
C -2.8662 -4.7167 -2.8349 0.0 0.0 0.0 -0.817
C -3.5699 -3.5508 -2.6003 -0.1 -0.1 -0.1 -0.911
C -2.9251 -2.4863 -1.9764 0.1 0.3 0.1 0.623
N -1.6365 -2.5527 -1.6349 -0.1 -0.2 0.0 0.587
C -3.6497 -1.2190 -1.6215 0.3 -0.1 -0.1 0.352
C -5.0289 -1.1367 -1.6502 -0.3 0.0 0.0 -0.905
C -5.6424 0.0471 -1.2654 -0.1 -0.1 0.0 -0.722
C -4.8629 1.1084 -0.8556 -0.2 0.0 0.0 -1.036
C -3.4903 0.9408 -0.8834 0.2 -0.1 0.0 -0.393
N -2.8910 -0.1833 -1.2585 -0.1 0.1 0.2 0.633
H 4.0002 -3.8005 0.0405 -0.1 0.0 0.0 0.392
H 3.5530 -4.8129 -2.2051 0.0 0.0 0.0 0.410
H 1.2394 -4.7337 -3.1185 0.0 0.0 0.0 0.499
H 2.0898 -2.7672 1.2679 0.0 0.0 -0.1 0.519
H -0.9623 -5.7045 -2.5890 0.0 0.1 0.0 0.482
H -3.3533 -5.5610 -3.3079 0.0 0.0 0.0 0.415
H -4.6052 -3.4716 -2.9073 0.1 0.0 0.0 0.340
H -5.6333 -1.9789 -1.9587 0.0 0.0 0.0 0.331
H -6.7206 0.1322 -1.2867 0.0 0.0 0.0 0.409
H -5.2909 2.0507 -0.5442 0.0 0.0 0.0 0.650
H -2.8446 1.7586 -0.5892 0.0 0.0 0.0 0.422
Cl -4.3817 0.8483 7.3274 0.1 0.0 -0.2 -0.283
C -3.5795 0.7720 5.7616 0.0 0.3 0.1 0.206
C -3.1699 1.9693 5.1405 -0.1 -0.1 0.1 -0.626
C -2.5673 1.9294 3.9174 0.0 -0.1 -0.1 0.525
Cl -2.0457 3.4173 3.1640 -0.1 -0.2 0.1 -0.234
C -2.3353 0.6958 3.1807 0.1 0.3 -0.3 -0.847
O -1.8505 0.6959 2.0238 -0.6 0.5 0.9 -0.197
C -2.7077 -0.4915 3.9031 0.1 -0.2 0.0 1.208
C -2.4023 -1.8231 3.3994 0.0 0.2 -0.2 -0.494
O -1.8195 -2.1245 2.3702 -0.1 -0.1 0.3 -0.588
C -3.3383 -0.4246 5.1577 0.0 -0.2 0.0 -0.912
H -3.3311 2.9168 5.6385 0.0 0.0 0.0 0.438
H -2.7396 -2.6346 4.0769 -0.1 0.0 0.0 0.201
H -3.6292 -1.3489 5.6501 0.0 0.1 0.0 0.322
C 4.7012 0.0734 4.2776 0.1 0.2 -0.2 -0.896
N 4.4001 1.1540 3.3535 0.2 -0.1 0.3 0.238
C 5.0948 2.3517 3.2467 0.1 -0.5 0.3 -0.609
C 4.4614 3.1002 2.3456 -0.5 0.0 -0.3 -0.358
N 3.3546 2.3653 1.8863 -0.2 0.3 -0.2 0.499
C 3.3202 1.1289 2.5163 0.2 0.2 -0.2 -0.270
S 2.3205 -0.1964 2.3551 0.2 0.1 0.1 -0.208
C 2.3580 2.9404 1.0164 0.3 -0.1 0.2 0.462
C 2.5843 4.1897 0.4484 0.1 0.2 -0.1 -0.511
C 1.5694 4.7556 -0.3052 0.1 0.1 0.0 -1.036
C 0.3780 4.0726 -0.4744 -0.1 0.1 -0.1 -0.739
C 0.2905 2.8158 0.0884 -0.1 -0.1 0.1 -0.367
N 1.2597 2.2536 0.8130 -0.2 -0.1 0.1 0.608
H 5.5493 0.3747 4.8896 0.0 0.0 0.0 0.329
H 4.9372 -0.8389 3.7345 0.0 0.0 -0.1 0.288
H 3.8395 -0.1293 4.9067 -0.1 0.0 0.0 0.330
H 5.9875 2.5583 3.8178 -0.2 -0.1 -0.1 0.414
H 4.6958 4.0911 1.9990 -0.1 -0.2 0.1 0.343
H 3.5189 4.7207 0.5649 -0.1 0.0 0.0 0.300
H 1.7111 5.7305 -0.7565 0.0 0.0 0.0 0.407
H -0.4437 4.4910 -1.0448 0.1 -0.1 0.0 0.599
H -0.6115 2.2264 -0.0232 -0.1 0.0 0.0 0.116
Se -3.2522 1.8498 -6.2228 0.1 0.1 0.0 -0.448
Sb -2.5890 3.0825 -4.0772 -0.1 0.1 -0.2 0.712
Se -0.4333 4.1252 -4.1908 -0.1 -0.1 0.0 -0.592
Se -4.4569 4.0496 -2.9344 0.2 -0.1 0.0 -0.581
Se -2.5634 0.5408 -4.3167 0.0 0.1 0.0 -0.024
C 3.0774 -1.2626 -3.4433 -0.1 -0.1 -0.1 -1.426
P 2.1498 -0.3093 -2.1665 0.1 0.2 0.0 1.054
C 3.5720 0.5967 -1.4103 0.0 -0.1 0.0 -1.102
C 1.4994 1.0381 -3.2306 0.0 -0.1 0.0 -0.999
H 3.7001 -0.5934 -4.0439 0.0 0.0 0.0 0.480
H 2.3700 -1.7745 -4.1033 0.1 0.0 0.1 0.331
H 3.7090 -2.0187 -2.9707 0.0 0.1 0.0 0.345
H 4.3643 0.7811 -2.1434 -0.1 0.0 0.0 0.463
H 3.9775 0.0368 -0.5640 0.0 0.0 0.0 0.212
H 3.2070 1.5560 -1.0380 0.0 -0.1 0.0 0.128
H 2.2835 1.4963 -3.8392 0.0 0.0 0.0 0.363
H 1.0491 1.8146 -2.6105 0.0 0.0 0.0 0.040
H 0.7133 0.6640 -3.8890 0.0 0.0 0.0 0.306
```
Forces are in eV/Å.

Computed properties:
- maximum force (hartree/bohr) = 0.023
- Kohn-Sham gap (eV) = 6.599
- net charge = -1
- HOMO level (eV) = -4.89
- energy relative to the best compared isomer or geometry (same formula, charge and spin) (kJ/mol) = 66.94
- multiplicity = 1
- DFT total energy (eV) = -362565.8752